i.
The ion C4H8N3 with charge +1, computed with the ωB97M-V functional and the def2-TZVPD basis.

Structure (XYZ):
```
15
C4H8N3 | the Open Molecules 2025 dataset | the ωB97M-V functional and the def2-TZVPD basis
C 1.723 -1.634 3.089
C -0.055 -0.966 1.491
C 0.170 1.569 0.235
C -1.240 0.079 -1.655
N -0.154 0.067 0.368
N -0.679 -0.505 -0.581
N 0.960 -1.170 2.196
H 1.694 -1.288 4.007
H 2.352 -2.441 2.895
H -0.720 2.196 0.374
H 0.228 1.751 -0.794
H 0.885 1.888 0.926
H -2.163 0.719 -1.396
H -1.637 -0.692 -2.331
H -0.627 0.716 -2.348
```

## Properties
E_LUMO (alpha / beta), eV: -5.41 / -5.41
HOMO energy (alpha / beta), Ha: -0.493 / -0.493
Charge: +1
Orbital gap (alpha / beta), Eh: 0.295 / 0.295

ii.
The ion C4H8N3 with charge +1, computed with the ωB97M-V functional and the def2-TZVPD basis.

Structure (XYZ):
```
15
C4H8N3 | the Open Molecules 2025 dataset | the ωB97M-V functional and the def2-TZVPD basis
H 3.314 1.132 -0.099
N 2.406 0.590 -0.125
C 2.296 -0.301 -0.982
N 1.165 -1.112 -1.051
N 0.163 -0.712 -0.505
C -0.798 -0.279 0.101
C -1.970 0.242 -0.641
C -0.724 -0.043 1.583
H 3.107 -0.595 -1.632
H -2.848 -0.426 -0.225
H -1.912 0.128 -1.685
H -2.277 1.318 -0.365
H -0.851 -0.915 2.125
H -1.414 0.752 1.859
H 0.342 0.222 1.643
```

## Properties
SMILES: [H]/N=C/N=[N+]=C(C)C
E_LUMO, eV: -6.30
HOMO energy, Ha: -0.566
Charge: +1
Orbital gap, Eh: 0.335

What are the relative energies? In kJ/mol: i 239.3; ii 0.0.